1.
The following is a DFT calculation (wB97M-V/def2-TZVPD) of a structure of composition C41H49BrFN5O3SiTeTi at a distorted geometry.

XYZ file:
```
103
Properties=species:S:1:pos:R:3
Ti -7.6756 21.2850 4.8555
C -4.8904 22.9542 5.4630
O -6.3084 22.9642 5.2589
C -6.9664 24.1981 5.3654
C -6.5145 25.2994 5.9950
C -7.4668 26.3455 6.1320
Br -6.6871 27.7836 7.0172
C -8.7817 26.2913 5.6725
C -9.1893 25.0932 5.0779
C -8.2981 24.0511 4.8796
O -8.5810 22.9685 4.0674
C -10.6343 25.0477 4.6493
N -11.5134 25.9394 5.0092
C -12.6690 25.4989 4.3856
C -13.9232 26.1112 4.4497
C -14.9219 25.4440 3.8001
C -14.7559 24.1867 3.2076
C -13.5221 23.6097 3.0854
C -12.4504 24.2899 3.6795
N -11.1097 24.0101 3.8743
H -4.6249 23.2330 6.4796
H -4.3928 23.4823 4.6784
H -4.5793 21.8893 5.5292
H -5.5117 25.3078 6.3515
H -9.3787 27.1919 5.7865
H -9.5911 22.9358 1.6843
H -14.0684 27.1036 4.9175
H -15.9137 25.9130 3.7107
H -15.6586 23.6411 2.9471
H -13.4593 22.5826 2.7715
H -10.5815 23.1437 3.8624
C -9.2775 24.6162 -1.4359
Si -10.2359 24.5506 0.1199
C -11.9359 25.3123 0.0504
C -9.1927 25.5041 1.3935
N -10.2002 23.0206 0.9085
C -10.8782 21.9086 0.4572
C -11.3732 21.7720 -0.8283
C -12.1198 20.7112 -1.2123
C -12.4481 19.7023 -0.3428
C -11.9153 19.7492 0.9701
C -11.1644 20.8568 1.3150
F -10.6803 21.0172 2.5925
H -9.1733 25.6542 -1.6087
H -9.5392 24.0411 -2.3286
H -8.2293 24.3262 -1.1647
H -12.3016 25.6887 0.9903
H -12.6158 24.5538 -0.3886
H -12.1074 26.0998 -0.6495
H -9.5624 25.2787 2.4151
H -8.1084 25.3963 1.3216
H -9.3757 26.5697 1.2517
H -11.0999 22.5501 -1.5626
H -12.3993 20.6313 -2.2925
H -13.0225 18.8324 -0.6906
H -12.1397 18.9900 1.6797
C -13.6053 19.8116 6.1429
C -13.9182 21.2082 6.7665
C -12.6505 21.8833 6.3890
O -12.4347 21.4423 5.0850
C -12.8812 20.1274 4.8793
H -14.4341 19.1888 5.9097
H -12.8918 19.3493 6.8575
H -14.2455 21.1864 7.8449
H -14.7916 21.7148 6.2093
H -11.7865 21.6203 7.0419
H -12.7173 22.9962 6.3580
H -12.0769 19.4011 4.6907
H -13.4590 20.1577 3.9849
N -6.5461 22.7256 1.8574
C -6.9476 21.3357 1.6422
C -7.1044 20.8235 0.3118
C -7.5435 19.5429 0.1833
C -7.9809 18.7986 1.2887
C -7.8468 19.3694 2.5090
N -7.3491 20.6428 2.6801
H -6.8515 23.2356 1.0157
H -6.9309 23.1007 2.7234
H -6.8821 21.3995 -0.5438
H -7.7953 19.0928 -0.8139
H -8.4089 17.7677 1.3318
H -8.2506 18.8819 3.4200
C -4.2220 22.4999 9.2956
C -5.3426 21.8299 8.5591
C -6.6407 22.2672 8.6889
C -7.7045 21.5926 8.0917
C -9.1062 22.2443 8.3273
C -7.5098 20.4077 7.4177
Te -9.1280 19.3698 6.4004
C -6.1681 19.8782 7.3116
C -5.7680 18.6176 6.5349
C -5.1436 20.6082 7.9435
H -3.2741 21.9433 8.9712
H -4.2632 22.5172 10.3676
H -4.1584 23.5228 8.9405
H -6.8551 23.1742 9.1899
H -9.0957 22.5881 9.3650
H -9.9215 21.5163 8.2083
H -9.3494 23.1815 7.7943
H -5.8001 17.7093 7.1478
H -4.7983 18.6951 6.0279
H -6.6140 18.4689 5.8133
H -4.1331 20.2494 7.6797
```

Calculated values
LUMO level (alpha / beta) = 0.0101 / 0.0070 Ha
total charge = 0
multiplicity = 3
HOMO energy (alpha / beta) = -6.727 / -7.350 eV
ΔE to the lowest compared entry with this formula, charge and spin = 6.79 kcal/mol
largest force on an atom = 2.8 eV/Å
Kohn-Sham gap (alpha / beta) = 7.0 / 7.5 eV
molecular weight = 962.33 g mol⁻¹

Mulliken population analysis, charges in e, atoms 1 to 8:
1. Ti 0.1840
2. C -1.3700
3. O 0.9466
4. C 0.0099
5. C -0.6956
6. C -0.2307
7. Br -0.2147
8. C -1.2625


2.
The following is a DFT calculation (wB97M-V/def2-TZVPD) of an isolated molecule of C5H11N.

XYZ file:
```
17
Properties=species:S:1:pos:R:3
C -1.4481 -1.0994 -1.6367
C -0.1364 -0.2976 -1.7987
C -0.1123 0.6117 -0.6222
C 0.8504 0.1557 0.3975
N 0.8853 0.8702 1.6618
C -0.1964 0.4553 2.5417
H -1.4186 -1.7334 -0.7440
H -2.3077 -0.4287 -1.5535
H -1.5895 -1.7482 -2.5057
H 0.7075 -1.0051 -1.8884
H -0.2114 0.2810 -2.7272
H 0.7493 1.8530 1.4372
H 1.8203 0.2975 -0.1268
H 0.8092 -0.9329 0.5866
H -0.2371 1.1221 3.4083
H 0.0029 -0.5579 2.9120
H -1.1875 0.4540 2.0536
```

Calculated values
LUMO level = 0.0039 Ha
total charge = 0
HOMO energy = -8.433 eV
ΔE to the lowest compared entry with this formula, charge and spin = 87.87 kcal/mol
largest force on an atom = 0.4 eV/Å
Kohn-Sham gap = 8.5 eV
molecular weight = 85.15 g mol⁻¹

Mulliken population analysis, charges in e, atoms 1 to 8:
1. C -1.1635
2. C -0.1091
3. C -0.4156
4. C -0.6522
5. N -0.3529
6. C -0.8294
7. H 0.3227
8. H 0.3380


3.
The following is a DFT calculation (wB97M-V/def2-TZVPD) of an isolated molecule of C2H6Si2 at a distorted geometry.

XYZ file:
```
10
Properties=species:S:1:pos:R:3
Si 2.3936 0.0123 -0.0560
C 0.6075 0.0033 0.1207
C -0.7279 -0.1360 -0.2255
Si -2.5619 -0.0385 0.0008
H 2.8639 0.3823 -1.2529
H 2.8348 -1.3087 0.3315
H 3.0504 0.4821 1.2585
H -2.6144 0.1775 1.5071
H -3.2124 -0.9417 -0.8974
H -2.6337 1.3674 -0.7867
```

Calculated values
LUMO level = 0.0152 Ha
total charge = 0
HOMO energy = -9.387 eV
ΔE to the lowest compared entry with this formula, charge and spin = 39.50 kcal/mol
largest force on an atom = 11.4 eV/Å
structure (SMILES) = [SiH3]C#C[SiH3]
Kohn-Sham gap = 9.8 eV
molecular weight = 86.24 g mol⁻¹

Mulliken population analysis, charges in e, atoms 1 to 8:
1. Si 0.3252
2. C -0.0554
3. C -0.0744
4. Si 0.2621
5. H -0.1422
6. H -0.1017
7. H -0.0790
8. H -0.0353


4.
The following is a DFT calculation (wB97M-V/def2-TZVPD) of a cluster of 4 separate species, C4H15NO3 in total at a distorted geometry.

XYZ file:
```
23
Properties=species:S:1:pos:R:3
C 1.2165 -1.9346 0.9927
C 0.9136 -0.4491 0.8325
C -0.5428 -0.1478 1.2636
C -0.5521 1.9080 1.0396
N -1.4683 1.0395 0.8017
H 1.4031 -2.2643 2.0150
H 2.0399 -2.2742 0.3708
H 0.3290 -2.4693 0.6449
H 1.6039 0.0710 1.5082
H 1.0745 -0.0688 -0.1729
H -1.0758 -1.0423 0.9235
H -0.6373 -0.2237 2.3458
H -0.1850 2.1439 2.0344
H -0.3545 2.7031 0.3250
H 0.9509 2.9674 -1.5373
H -1.5847 1.0014 -0.2484
O 1.0971 2.0301 -1.3819
H -1.0552 0.6297 -2.7628
H 0.2101 1.5272 -1.6305
O -1.0269 0.7368 -1.8101
H -0.6816 -1.2288 -1.5629
H -1.1059 -2.4580 -2.3717
O -0.5685 -2.1969 -1.6192
```

Calculated values
LUMO level = -0.0468 Ha
total charge = 0
HOMO energy = -9.091 eV
ΔE to the lowest compared entry with this formula, charge and spin = 89.28 kcal/mol
largest force on an atom = 4.1 eV/Å
Kohn-Sham gap = 7.8 eV
molecular weight = 125.17 g mol⁻¹

Mulliken population analysis, charges in e, atoms 1 to 8:
1. C -1.3767
2. C -0.0254
3. C -1.0891
4. C -0.2094
5. N -0.1539
6. H 0.3582
7. H 0.3510
8. H 0.3127


5.
The following is a DFT calculation (wB97M-V/def2-TZVPD) of a structure of composition C21H13F9N4OPt at a distorted geometry.

XYZ file:
```
49
Properties=species:S:1:pos:R:3
Pt -0.7558 -0.4433 -0.6047
C 3.8607 -1.8240 -3.3126
C 4.1771 -2.3180 -2.0475
C 3.2629 -2.1343 -1.0316
C 2.0541 -1.4257 -1.2551
C 1.6942 -1.0216 -2.5884
C 2.6263 -1.2199 -3.5945
N 1.2117 -1.1416 -0.2405
C 1.5600 -0.9262 1.0823
C 2.8645 -0.6696 1.6063
C 2.9940 -0.4043 2.9647
C 1.9263 -0.3819 3.8692
C 0.6414 -0.6076 3.3936
C 0.4717 -0.8363 2.0137
N -0.7603 -0.9142 1.4714
N -1.8095 -1.1726 2.0588
C -2.9017 -1.1826 1.1803
C -4.1725 -1.3310 1.6970
C -5.2827 -1.3559 0.8426
C -5.0483 -1.2480 -0.5109
C -3.7475 -1.1257 -1.0212
N -2.6984 -1.0949 -0.1682
H 4.5609 -1.9479 -4.1281
H 5.1212 -2.8313 -1.8918
H 3.4643 -2.5828 -0.0601
H 0.7667 -0.5228 -2.8141
H 2.4363 -0.8812 -4.5978
H 3.7580 -0.6080 0.9997
H 3.9764 -0.1968 3.3652
H 2.1503 -0.1864 4.9146
H -0.1877 -0.5299 4.0696
H -4.3211 -1.3993 2.7558
H -6.3078 -1.4559 1.2068
H -5.8518 -1.2483 -1.2281
H -3.5928 -1.0725 -2.0669
F 0.6345 3.1755 -2.4780
C 0.5449 3.5478 -1.1928
F 1.7637 3.5471 -0.6699
F -0.0104 4.7480 -1.1018
C -0.4004 2.5214 -0.4706
O 0.2301 1.3014 -0.4616
C -1.7946 2.4640 -1.2083
F -1.6843 1.6792 -2.3076
F -2.6455 1.8162 -0.3911
F -2.3002 3.6191 -1.5648
C -0.5761 2.8979 1.0484
F 0.5728 3.2783 1.5737
F -0.9831 1.8073 1.7346
F -1.4926 3.8393 1.1602
```

Calculated values
LUMO level (alpha / beta) = -0.3009 / -0.3711 Ha
total charge = +2
multiplicity = 5
HOMO energy (alpha / beta) = -14.650 / -15.414 eV
ΔE to the lowest compared entry with this formula, charge and spin = 0.00 kcal/mol
largest force on an atom = 2.3 eV/Å
Kohn-Sham gap (alpha / beta) = 6.5 / 5.3 eV
molecular weight = 703.42 g mol⁻¹

Mulliken population analysis, charges in e, atoms 1 to 8:
1. Pt 1.9848
2. C -0.3771
3. C -0.8749
4. C -0.0409
5. C 1.0566
6. C -0.4167
7. C -0.9232
8. N -0.5897


6.
The following is a DFT calculation (wB97M-V/def2-TZVPD) of a cluster of 3 separate species, C28H64NO10P2 in total at a distorted geometry.

XYZ file:
```
105
Properties=species:S:1:pos:R:3
C 2.7188 -8.9603 1.9545
O 1.5542 -9.6111 2.4705
C 0.5728 -8.6968 2.8865
C -0.0881 -7.9140 1.7077
C -1.2826 -8.7743 1.1939
C -1.7751 -8.2963 -0.2113
C -2.8450 -7.1663 0.0187
C -2.5803 -5.9629 -0.9148
C -3.8828 -5.2190 -1.4034
C -3.6264 -3.7378 -0.8900
C -2.1065 -3.6774 -1.1214
C -1.3253 -2.3396 -0.9720
C -0.2951 -2.3358 0.1854
C 0.8029 -1.2467 0.0817
C 1.4175 -1.0595 -1.3201
C 2.4846 0.0639 -1.3587
O 2.9257 0.1716 -2.7234
C 3.9659 -0.7488 -3.0054
N -1.6686 -4.8817 -0.3743
H 3.6119 -9.5549 2.1718
H 2.7871 -7.9605 2.4198
H 2.5836 -8.8099 0.8716
H -0.2340 -9.2966 3.3365
H 0.9240 -7.9974 3.6658
H -0.4091 -6.9044 2.0164
H 0.5988 -7.7935 0.8548
H -2.0845 -8.6487 1.9386
H -1.0075 -9.8361 1.1430
H -2.2256 -9.1577 -0.7181
H -0.9228 -7.9247 -0.7988
H -2.8590 -6.8616 1.0793
H -3.8348 -7.5767 -0.2091
H -2.0041 -6.3296 -1.7766
H -3.7981 -5.1403 -2.4980
H -4.8298 -5.6844 -1.1281
H -4.2437 -2.9754 -1.3699
H -3.8757 -3.7955 0.1871
H -2.0298 -3.9323 -2.1920
H -0.9085 -2.0927 -1.9523
H -2.0726 -1.5616 -0.7477
H 0.2005 -3.3088 0.3502
H -0.8643 -2.1305 1.1098
H 1.6280 -1.5781 0.7376
H 0.4915 -0.2751 0.4982
H 1.8756 -2.0021 -1.6593
H 0.6669 -0.7620 -2.0682
H 3.3525 -0.1625 -0.7193
H 2.0271 1.0394 -1.1432
H 4.9293 -0.3611 -2.6247
H 3.8273 -1.7415 -2.5437
H 4.0141 -0.8908 -4.0924
H -1.9417 -4.7462 0.6070
H -0.6747 -5.1125 -0.3436
O -4.4702 2.9465 2.2944
P -3.0359 3.3528 2.1215
O -2.2781 1.8854 2.0489
C -2.4566 1.0929 0.8817
C -1.7483 1.6850 -0.3258
O -2.7257 3.7743 3.6771
C -3.7573 4.0120 4.6331
C -4.0122 2.7694 5.4607
O -1.6946 4.1545 1.5988
C -0.7661 4.8704 2.4219
C 0.1948 3.9448 3.1333
H -3.5258 0.9660 0.6800
H -2.0425 0.1059 1.1043
H -2.1979 2.6360 -0.6201
H -1.8062 1.0036 -1.1785
H -0.6989 1.8807 -0.1005
H -4.6667 4.3740 4.1560
H -3.4048 4.8147 5.2859
H -4.2566 1.9132 4.8309
H -4.8311 2.9319 6.1630
H -3.1163 2.5015 6.0243
H -1.2773 5.5424 3.1084
H -0.1937 5.5095 1.7454
H -0.3199 3.2400 3.7849
H 0.8938 4.5239 3.7386
H 0.7598 3.3538 2.4096
O 1.2990 5.4231 -0.9793
P 2.3267 6.4655 -1.3397
O 1.5631 7.1307 -2.6455
C 0.4157 7.9467 -2.4137
C 0.7772 9.2685 -1.7608
O 3.3826 5.4622 -2.1022
C 3.3379 4.0564 -1.8807
C 2.5227 3.3729 -2.9580
O 3.4226 7.7086 -1.3495
C 4.7408 7.6499 -1.9059
C 4.7249 7.7845 -3.4123
H -0.3098 7.3996 -1.8029
H -0.0428 8.1296 -3.3858
H 1.1635 9.1161 -0.7487
H -0.0983 9.9165 -1.6964
H 1.5538 9.7796 -2.3299
H 2.9593 3.8275 -0.8844
H 4.3683 3.6910 -1.9164
H 1.5187 3.7950 -3.0266
H 2.4370 2.3049 -2.7563
H 2.9895 3.5130 -3.9348
H 5.2727 6.7600 -1.5745
H 5.2844 8.4984 -1.4836
H 4.1463 6.9953 -3.8893
H 5.7435 7.7466 -3.8017
H 4.2705 8.7321 -3.7057
```

Calculated values
LUMO level = -0.1019 Ha
total charge = +1
HOMO energy = -11.197 eV
largest force on an atom = 7.9 eV/Å
Kohn-Sham gap = 8.4 eV
molecular weight = 636.76 g mol⁻¹

Mulliken population analysis, charges in e, atoms 1 to 8:
1. C -0.7013
2. O -0.3973
3. C -0.8468
4. C 0.0714
5. C -0.9296
6. C -0.7777
7. C -0.7269
8. C -0.2044


- The highest total charge belongs to which entry?
  C21H13F9N4OPt